{
  "formula": "C6H12O",
  "method": "wB97M-V/def2-TZVPD",
  "gap_ev": 10.699,
  "e_lumo_ev": 1.1,
  "e_homo_ev": -9.61,
  "charge": 0,
  "species": ["C", "C", "C", "O", "C", "C", "C", "H", "H", "H", "H", "H", "H", "H", "H", "H", "H", "H", "H"],
  "xyz": [[-2.16311, 0.63200, 0.01975], [-1.06244, -0.31433, 0.48392], [-0.50693, -1.19814, -0.63964], [0.80561, -1.53494, -0.24629], [1.38132, -0.37897, 0.35766], [2.14045, 0.45118, -0.67113], [0.20707, 0.39204, 1.00508], [-2.96501, 0.09584, -0.50134], [-1.75902, 1.37532, -0.67719], [-2.61248, 1.17648, 0.85662], [-1.44922, -0.96918, 1.27366], [-1.06434, -2.12972, -0.77996], [-0.51000, -0.65152, -1.59976], [2.08543, -0.74835, 1.11060], [2.90311, -0.15489, -1.16940], [2.62889, 1.30568, -0.18860], [1.45999, 0.84110, -1.43711], [0.22086, 1.44745, 0.70555], [0.25984, 0.36296, 2.09761]]
}